Run P
C4H11N3 | ωB97M-V with the def2-TZVPD basis set

ORCA input file:
```
! wB97M-V def2-TZVPD RIJCOSX def2/J DEFGRID3
* xyz 0 1
C -3.37574 0.32244 -0.08043
C -2.00892 1.00988 -0.05054
C -0.95553 0.19472 0.13382
N 0.43380 0.44261 0.00960
N 1.42398 -0.57949 0.16495
C 2.40030 -0.68029 -0.92364
N 2.03337 -0.43676 1.48691
H -3.12964 -0.70256 0.20085
H -3.99508 0.64333 0.68529
H -3.88542 0.48258 -1.08249
H -1.74775 1.98990 -0.38700
H -1.19260 -0.78150 0.34885
H 0.74991 1.35974 0.04139
H 1.83549 -0.98466 -1.91165
H 2.96071 0.20183 -1.02937
H 3.12155 -1.45024 -0.62011
H 2.82578 0.24343 1.39045
H 2.50579 -1.27497 1.62315
*
```

The HOMO energy comes out at -7.73 eV.



Run Q
C4H11N3 | ωB97M-V with the def2-TZVPD basis set

ORCA input file:
```
! wB97M-V def2-TZVPD RIJCOSX def2/J DEFGRID3
* xyz 0 1
C -1.95296 0.82122 -0.43262
C -0.78740 -0.12561 -0.25883
C -1.17062 -1.46778 0.32586
C 0.47112 0.41441 -0.03469
N 0.77561 1.70529 0.31389
N 1.48064 -0.32557 -0.59745
N 2.75498 -0.23510 0.04294
H -1.66093 1.69793 -1.01018
H -2.34552 1.18639 0.52610
H -2.77534 0.31175 -0.93536
H -0.32105 -2.01306 0.74212
H -1.59857 -2.10566 -0.45228
H -1.92602 -1.36051 1.11120
H 1.76570 1.87287 0.43294
H 0.13117 2.16642 0.93446
H 0.85431 -1.19197 -0.88131
H 3.46890 -0.45586 -0.64310
H 2.83599 -0.89514 0.81632
*
```

The HOMO energy comes out at -6.75 eV.



Order from most stable to least stable according to the calculation: run Q, run P



Run P
C4H11N3 | ωB97M-V with the def2-TZVPD basis set

ORCA input file:
```
! wB97M-V def2-TZVPD RIJCOSX def2/J DEFGRID3
* xyz 0 1
N 2.71191 0.03384 -1.33510
C 1.80088 -0.51293 -0.46294
C 0.47403 -0.35122 -0.52603
N -0.08593 0.48237 -1.55654
C -0.41075 -0.87189 0.57582
C -1.06297 0.20065 1.44802
N -2.14587 0.91064 0.74831
H 2.35396 0.61140 -2.07525
H 3.66288 -0.27494 -1.37741
H 2.19144 -1.15049 0.31723
H -0.35896 1.37646 -1.16214
H -0.94404 0.08001 -1.91866
H 0.17455 -1.50515 1.23708
H -1.19634 -1.51046 0.15158
H -0.33116 0.94935 1.74903
H -1.41447 -0.29156 2.36061
H -2.84719 0.24255 0.45301
H -2.57198 1.58138 1.37334
*
```

The HOMO energy comes out at -7.32 eV.



Run Q
C4H11N3 | ωB97M-V with the def2-TZVPD basis set

ORCA input file:
```
! wB97M-V def2-TZVPD RIJCOSX def2/J DEFGRID3
* xyz 0 1
C -0.47026 0.97353 0.26714
C -0.53307 -0.24527 -0.59855
C -1.37393 -1.42891 -0.20128
C 1.28065 -0.82245 -0.52292
N -0.88899 0.78810 1.63610
N 1.02006 1.27046 0.20670
N 1.32484 2.20982 -0.56558
H -0.99807 1.82688 -0.16579
H -0.63519 0.02892 -1.64831
H -0.33335 0.06035 2.07374
H -0.69779 1.64029 2.15441
H 2.34626 2.23565 -0.68066
H -1.07424 -2.32194 -0.76504
H -1.27548 -1.67931 0.85788
H -2.43471 -1.24372 -0.40402
H 1.31705 -1.32109 0.44453
H 2.25129 -0.39695 -0.78147
H 1.17496 -1.57436 -1.30688
*
```

The HOMO energy comes out at -8.72 eV.



Order from most stable to least stable according to the calculation: run P, run Q



Run P
C4H11N3 | ωB97M-V with the def2-TZVPD basis set

ORCA input file:
```
! wB97M-V def2-TZVPD RIJCOSX def2/J DEFGRID3
* xyz 0 1
N 2.26819 0.58916 -1.06448
C 0.89476 0.44622 -0.74816
C 0.44390 0.39517 0.50457
N 1.24552 0.57879 1.62377
C -1.00433 0.15139 0.82535
C -1.91989 -0.51547 -0.19431
N -1.39071 -1.72608 -0.82618
H 2.56019 0.41898 -2.01041
H 2.69509 1.45347 -0.75175
H 0.23380 0.36118 -1.59820
H 0.85029 1.15099 2.35168
H 2.23721 0.70066 1.53152
H -1.44697 1.06223 1.21833
H -1.00212 -0.52473 1.69001
H -2.17279 0.16837 -1.00665
H -2.81806 -0.84746 0.30737
H -0.82319 -2.27314 -0.18816
H -0.85089 -1.58972 -1.66430
*
```

The HOMO energy comes out at -7.38 eV.



Run Q
C4H11N3 | ωB97M-V with the def2-TZVPD basis set

ORCA input file:
```
! wB97M-V def2-TZVPD RIJCOSX def2/J DEFGRID3
* xyz 0 1
C 0.49409 0.09948 -0.03578
C 1.96133 -0.20253 0.24183
C 0.28537 0.72983 -1.41582
N -0.30383 -1.36014 -0.16013
N -2.24503 0.06995 0.66407
C -1.35153 0.92075 1.17856
N -0.06021 0.84780 1.00170
H -0.05542 -1.93015 0.64199
H -0.03407 -1.87115 -0.99312
H -1.53583 -0.91744 0.11188
H -3.17536 0.15638 1.04690
H -1.66289 1.56937 1.99914
H -0.77856 0.86423 -1.60075
H 2.06878 -0.66822 1.22306
H 2.51814 0.73413 0.25192
H 2.38293 -0.85270 -0.52718
H 0.77439 1.70233 -1.42799
H 0.71770 0.10810 -2.20028
*
```

The HOMO energy comes out at -8.05 eV.



Run R
C4H11N3 | ωB97M-V with the def2-TZVPD basis set

ORCA input file:
```
! wB97M-V def2-TZVPD RIJCOSX def2/J DEFGRID3
* xyz 0 1
N -2.71878 -0.33735 -0.09537
C -1.95425 -0.96941 0.86031
N -0.90997 -0.42264 1.31362
C -0.33893 0.76260 0.65897
C 0.31804 0.54166 -0.72697
C 1.48118 -0.44438 -0.66834
N 2.66724 0.21377 0.05293
H -2.20259 -0.39898 -1.05639
H -2.88113 0.65090 0.14037
H -2.24046 -1.97929 1.29973
H -0.92397 1.72558 0.34342
H 0.39951 1.26461 1.37058
H 0.64675 1.43510 -1.23627
H -0.53602 0.24773 -1.51667
H 1.71304 -0.75256 -1.72604
H 1.37160 -1.44627 -0.13802
H 3.57133 -0.28622 0.05404
H 2.53739 0.19516 1.07011
*
```

The HOMO energy comes out at -9.25 eV.



Run S
C4H11N3 | ωB97M-V with the def2-TZVPD basis set

ORCA input file:
```
! wB97M-V def2-TZVPD RIJCOSX def2/J DEFGRID3
* xyz 0 1
N -2.55498 1.50453 -0.79690
C -2.20907 0.20729 -0.45880
N -1.09145 -0.19422 0.02799
C -0.11236 0.80198 0.53807
C 1.28938 0.33197 0.15612
C 1.44628 -1.19035 0.39064
N 2.87217 -1.52926 0.07781
H -1.96353 2.26333 -0.44985
H -3.23418 1.63306 -1.52797
H -2.91775 -0.57212 -0.83299
H -0.29937 1.84520 0.17622
H -0.38905 0.99733 1.55108
H 2.02580 0.73857 0.88068
H 1.60097 0.67862 -0.83785
H 0.83209 -1.74148 -0.33225
H 0.94415 -1.40156 1.35456
H 2.82007 -2.60263 0.08826
H 3.40549 -1.25339 0.88678
*
```

The HOMO energy comes out at -8.90 eV.



Order from most stable to least stable according to the calculation: run P, run Q, run S, run R



Run P
C5H6BrNOS | ωB97M-V with the def2-TZVPD basis set

ORCA input file:
```
! wB97M-V def2-TZVPD RIJCOSX def2/J DEFGRID3
* xyz 0 1
C 1.91905 -0.22665 -0.76289
C 3.99784 0.73389 0.09778
C 0.69925 0.65024 -0.67891
C -0.40077 -0.05750 0.03734
C 0.18278 -1.04442 1.07987
N 3.69669 1.85614 0.38702
O 2.83788 2.68117 0.40832
S 1.66685 -1.64348 0.14155
Br 5.18420 -0.58177 0.07113
H 1.07405 1.47908 -0.20469
H 0.34782 0.79527 -1.65445
H -1.08774 0.47750 0.59627
H -1.15533 -0.59821 -0.69500
H 0.49019 -0.50924 1.97918
H -0.38537 -1.81219 1.34558
*
```

The HOMO energy (alpha / beta) comes out at -8.32 / -8.32 eV.



Run Q
C5H6BrNOS | ωB97M-V with the def2-TZVPD basis set

ORCA input file:
```
! wB97M-V def2-TZVPD RIJCOSX def2/J DEFGRID3
* xyz 0 1
O 3.81165 1.76262 -0.16182
N 2.65301 1.35569 -0.01644
C 2.23142 0.17513 0.04620
Br 3.22737 -1.51037 0.16088
C 0.59599 0.12534 0.20836
C -0.26296 -1.00747 -0.01724
C -1.64120 -0.45022 -0.45441
C -1.76520 0.82242 0.29174
S -0.18001 1.67384 0.15955
H 0.14696 -1.82655 -0.69799
H -0.38179 -1.67847 0.83359
H -1.42797 -0.44490 -1.49269
H -2.38640 -1.35478 -0.23138
H -2.58858 1.53546 0.03445
H -2.03229 0.82228 1.33719
*
```

The HOMO energy (alpha / beta) comes out at -8.01 / -8.01 eV.



Order from most stable to least stable according to the calculation: run Q, run P